1.
{
  "formula": "C7H9NO",
  "method": "ωB97M-V/def2-TZVPD",
  "species": ["C", "C", "C", "C", "C", "C", "C", "H", "H", "H", "H", "H", "H", "H", "H", "H", "N", "O"],
  "coordinates": [[0.46761, -0.63975, 0.00821], [-0.26710, -0.78976, 1.26945], [-1.05497, 0.99568, -0.14230], [-1.51739, -0.12440, -1.11251], [-0.50771, -1.02937, -1.04340], [0.54085, 0.85928, -0.26574], [1.65875, 1.63451, -0.28780], [2.49910, -0.18150, 0.05298], [0.31970, -0.86250, 2.25744], [-0.77898, -1.70953, 0.87660], [-2.34316, 0.68835, 1.44211], [-1.51892, 2.01950, -0.15628], [-2.63711, -0.41493, -1.46378], [-0.99599, -1.98434, -1.31347], [1.48003, 2.79768, -0.50452], [2.70619, 1.13138, 0.11661], [-1.19443, 0.53182, 1.18783], [1.71374, -1.33050, -0.02226]],
  "forces_ev_per_angstrom": [[3.84, 0.52, -1.97], [-2.89, 0.35, 1.50], [0.70, 2.00, -1.71], [-0.51, -0.01, 0.08], [-3.92, -0.53, -1.25], [0.10, 0.91, 0.54], [-1.77, 0.25, 0.48], [-2.69, -4.97, -0.38], [-1.03, 0.20, -1.79], [-0.46, 0.20, 2.37], [4.32, -1.75, -0.43], [0.61, -0.91, -0.61], [2.95, 1.12, 0.75], [1.82, -0.37, 0.13], [1.23, -2.80, 0.72], [-2.12, 1.69, -1.29], [-2.44, -1.03, 2.37], [2.27, 5.13, 0.50]],
  "energy_ev": -10934.8259,
  "homo_energy_ha": -0.326,
  "homo_lumo_gap_ev": 9.40
}


2.
{
  "formula": "C7H9NO",
  "method": "ωB97M-V/def2-TZVPD",
  "species": ["C", "C", "C", "C", "C", "C", "C", "H", "H", "H", "H", "H", "H", "H", "H", "H", "N", "O"],
  "coordinates": [[2.34216, -1.47145, -0.05804], [1.05729, -0.75602, -0.02238], [-0.16637, -1.32427, -0.07096], [-1.52748, -0.50859, 0.01503], [-1.50212, 1.10618, 0.05069], [-0.07177, 1.33289, -0.46725], [0.90215, 0.66740, 0.37640], [3.18695, -0.87034, -0.35554], [2.35272, -2.30199, -0.74572], [2.65528, -1.66778, 0.96374], [-0.35027, -2.38153, -0.01491], [-2.30822, 1.48978, -0.64119], [-1.81589, 1.44881, 1.08208], [0.09033, 1.13230, -1.49539], [1.28741, 2.59249, 0.80054], [0.74696, 0.57860, 1.40774], [1.23627, 2.06069, -0.06526], [-2.58779, -1.09025, 0.06431]],
  "forces_ev_per_angstrom": [[0.80, 0.22, 0.08], [-0.33, -0.16, -0.51], [-1.17, 1.30, 0.25], [0.35, 0.14, 0.22], [-0.37, -0.44, -0.75], [-0.12, 1.81, 2.62], [0.59, 0.03, -1.25], [-0.02, 0.79, -0.55], [-0.16, -0.69, 0.35], [-0.20, -0.86, 0.24], [0.10, -0.36, -0.41], [0.83, -0.53, 0.63], [0.91, -0.38, -0.98], [-0.31, -0.26, -0.80], [-0.67, 0.12, -0.17], [-0.75, 0.66, 1.62], [-0.27, -1.54, -0.55], [0.77, 0.16, -0.05]],
  "energy_ev": -10938.8213,
  "homo_energy_ha": -0.335,
  "homo_lumo_gap_ev": 9.51
}


3.
{
  "formula": "C7H9NO2Si",
  "method": "ωB97M-V/def2-TZVPD",
  "species": ["C", "C", "C", "C", "C", "C", "C", "N", "O", "O", "Si", "H", "H", "H", "H", "H", "H", "H", "H", "H"],
  "coordinates": [[2.15285, -1.77434, 0.51357], [2.19778, -0.42431, 1.02663], [1.16555, -2.12727, -0.38249], [1.29538, 0.56354, 0.58239], [0.29340, -1.18180, -0.75498], [0.26009, 0.08296, -0.26689], [-0.74857, 1.12562, -0.66360], [-3.15535, -0.75131, 0.18992], [-3.10057, -1.42961, -0.82119], [-3.40362, -1.20378, 1.26881], [-2.43891, 0.98526, 0.21005], [2.91651, -2.47774, 0.76618], [2.98824, -0.11670, 1.61232], [1.11979, -3.06915, -0.71651], [1.34648, 1.52545, 0.84906], [-0.62903, -1.42592, -1.39328], [-0.35948, 2.21257, -0.46144], [-1.00295, 1.18781, -1.71552], [-3.11583, 2.56929, -1.01786], [-2.41642, 1.51463, 1.58343]],
  "forces_ev_per_angstrom": [[-0.04, 2.28, 0.67], [-1.46, -0.98, -2.36], [1.90, 1.96, 2.05], [-0.36, -6.21, -1.10], [-4.58, 0.09, -2.01], [1.48, 3.07, 0.71], [-0.30, 1.00, 0.49], [0.98, 0.03, -1.14], [-0.18, 0.48, -0.48], [-0.63, -0.24, 1.67], [0.27, 3.75, -2.38], [0.31, -0.26, 0.39], [1.63, 0.35, 1.39], [-0.24, -3.35, -1.39], [0.24, 3.45, 1.14], [1.66, 0.01, 0.65], [-0.84, -1.93, 0.05], [0.10, -0.47, -0.34], [0.36, -2.61, 1.94], [-0.30, -0.44, 0.04]],
  "energy_ev": -20862.1953,
  "homo_energy_ha": -0.336,
  "homo_lumo_gap_ev": 8.41
}


4.
{
  "formula": "C7H9NO5RhS3",
  "method": "ωB97M-V/def2-TZVPD",
  "species": ["Rh", "O", "C", "C", "N", "C", "C", "O", "O", "C", "C", "O", "O", "H", "H", "H", "H", "H", "H", "H", "H", "H", "S", "C", "S", "S"],
  "coordinates": [[5.11195, 8.82054, 4.84269], [4.90494, 10.52840, 3.41523], [5.94725, 11.45908, 3.60649], [6.30804, 11.60325, 5.07942], [6.13093, 10.36634, 5.84948], [5.27169, 10.66556, 7.00885], [3.89934, 11.04986, 6.42717], [3.18516, 12.05084, 6.53517], [3.42560, 10.07741, 5.59566], [7.41132, 9.81322, 6.35159], [8.08481, 9.16045, 5.07450], [9.29519, 9.15064, 4.92465], [7.19617, 8.63764, 4.25946], [4.07142, 10.76534, 3.97558], [6.76863, 11.08308, 2.92885], [5.51531, 12.44524, 3.32623], [7.39196, 11.96522, 5.03906], [5.65189, 12.33608, 5.55186], [5.12200, 9.78652, 7.67032], [5.60359, 11.52687, 7.60024], [8.04103, 10.52722, 6.94256], [7.25194, 8.81916, 6.91719], [4.22857, 4.31657, 4.75366], [4.36785, 5.97345, 4.96775], [3.69722, 7.23868, 4.00895], [5.07691, 6.93728, 6.19581]],
  "forces_ev_per_angstrom": [[0.16, -2.00, -0.70], [-2.18, 0.61, 0.13], [-0.59, 0.29, -0.73], [1.68, 0.43, -0.58], [1.46, 1.18, 3.36], [-1.34, 0.93, 0.45], [-3.57, -1.62, -2.47], [2.15, -0.31, 1.18], [1.67, 1.36, 1.20], [0.54, -2.05, -0.91], [-0.62, 0.13, -0.61], [-0.22, 0.03, 0.23], [1.19, 0.81, 0.59], [1.46, -0.28, -0.99], [-0.71, 0.73, 0.95], [0.91, -0.31, -0.38], [-1.30, -0.38, 0.72], [0.32, 0.32, -0.29], [0.28, 0.41, -0.57], [0.42, -0.15, 0.04], [-0.50, -0.54, -0.67], [-0.24, 1.84, -0.24], [0.31, 1.62, 0.30], [-0.41, -1.14, -0.43], [-1.66, -0.84, -2.01], [0.79, -1.07, 2.42]],
  "energy_ev": -54646.0059,
  "homo_energy_ha": [-0.129, -0.201],
  "homo_lumo_gap_ev": [6.38, 6.35],
  "charge": -1,
  "multiplicity": 5,
  "s2": 6.0187
}